(1)
C5H4F4O2 | ωB97M-V/def2-TZVPD

Maximum force = 5.72 eV/A
Lowest unoccupied orbital energy (alpha / beta) = 0.45 / -2.08 eV
Spin multiplicity = 3
E_HOMO (alpha / beta) = -7.0 / -10.8 eV
HOMO-LUMO gap (alpha / beta) = 7.475 / 8.720 eV

```
15
Properties=species:S:1:pos:R:3:forces:R:3:lowdin_spin:R:1
C -0.2790 -0.8843 -0.2695 3.243 -0.150 0.941 0.598
C 0.6246 1.8910 -2.7899 -0.836 3.092 -0.827 0.002
C -1.5173 -0.7923 0.0774 1.698 0.560 -1.623 0.529
C 0.8442 -1.4872 0.5056 -1.139 0.053 1.149 0.098
C -0.5335 1.4107 -3.7041 0.975 0.551 -0.054 0.001
O -2.6012 -0.9466 0.3879 -5.395 -0.458 1.847 0.505
O 0.6989 3.0557 -2.4676 -0.454 -1.148 -0.067 0.004
F 0.2252 -0.1979 -1.3833 -0.009 -0.130 -0.033 0.205
F -0.1528 0.3698 -4.4814 -0.070 0.881 -0.014 0.001
F -1.5319 0.9502 -2.9554 -0.681 0.807 -0.555 0.005
F -0.8453 2.5072 -4.4842 -0.482 -2.004 0.792 0.000
H 0.6875 -2.5433 0.6548 -0.129 -0.553 -0.250 0.018
H 1.0009 -1.1273 1.5515 -0.432 0.309 -0.873 0.021
H 1.6887 -1.3140 -0.0612 2.195 0.064 -0.861 0.011
H 1.4123 1.2530 -2.5887 1.516 -1.873 0.429 0.002
```
Positions in Å, forces in eV/Å.



(2)
C33H81ClN4O14 | ωB97M-V/def2-TZVPD

Charge = -2
Maximum force = 5.83 eV/A
Lowest unoccupied orbital energy = 3.15 eV
Spin multiplicity = 1
E_HOMO = 0.5 eV
HOMO-LUMO gap = 2.628 eV

```
133
Properties=species:S:1:pos:R:3:forces:R:3:lowdin_charge:R:1
Cl -1.8676 -5.7826 21.3641 -3.925 -4.308 0.208 0.584
O -2.7121 -6.8327 20.7298 1.408 1.269 -0.839 -0.418
O -1.3389 -6.4577 22.5074 1.556 0.682 0.909 -0.382
O -0.8608 -5.2723 20.5051 1.288 0.617 -0.919 -0.392
O -2.7831 -4.7690 21.7512 -0.100 2.016 0.496 -0.389
C -2.7896 -11.5818 26.0181 2.087 0.791 0.422 -0.072
C -4.1239 -12.2245 26.0275 -1.177 -0.652 -0.514 -0.529
C -4.1073 -13.7233 26.5947 -0.236 0.300 -2.557 -0.179
C -4.0115 -13.8491 28.0410 0.375 0.130 0.300 -0.255
C -5.1898 -13.1145 28.6652 1.100 0.750 0.115 -0.139
C -5.2743 -11.5778 28.2249 -0.548 -0.733 -1.230 -0.452
N -5.1252 -11.4052 26.7094 -1.849 -0.909 1.198 -0.217
O -5.3782 -10.0905 26.1622 0.869 -1.393 1.164 -0.324
C -4.2196 -10.8726 29.0434 0.731 1.228 1.387 -0.092
C -6.6765 -11.0496 28.6931 0.523 0.355 -0.459 -0.069
C -4.5280 -12.2963 24.5370 -1.141 -0.002 0.474 -0.071
H -1.9527 -12.2138 25.7211 0.038 -0.576 0.003 0.069
H -2.5296 -11.1535 26.9861 0.061 0.071 0.070 0.065
H -2.7505 -10.7806 25.2801 -0.318 0.256 0.285 0.080
H -3.3535 -14.3034 26.0624 0.885 0.363 0.021 0.100
H -4.9403 -14.3726 26.3251 -1.039 0.815 -0.530 0.104
H -3.0135 -13.4826 28.2813 -0.065 0.351 0.877 0.104
H -4.0333 -14.9069 28.3030 0.016 -0.184 0.290 0.101
H -4.9433 -13.2089 29.7227 -0.597 0.605 0.527 0.096
H -6.1058 -13.6837 28.5068 -0.147 0.197 -0.362 0.104
H -3.9308 -9.8562 28.7759 -0.275 -0.029 -0.973 0.076
H -3.2784 -11.3942 29.2172 0.015 -0.409 -0.399 0.061
H -4.5889 -10.6789 30.0505 -0.276 -0.323 0.454 0.057
H -6.7859 -11.1255 29.7750 0.189 -0.197 0.221 0.054
H -7.5424 -11.5398 28.2481 0.262 -0.342 -0.311 0.064
H -6.7794 -9.9940 28.4419 0.215 0.054 -0.181 0.062
H -4.5148 -11.3370 24.0197 0.368 0.107 0.367 0.072
H -5.5918 -12.5244 24.6037 -0.131 -0.539 -0.506 0.071
H -3.9428 -13.0250 23.9761 -0.027 -0.224 0.011 0.066
C -5.9190 -6.5125 15.4671 0.324 -0.674 -0.683 -0.102
C -6.0769 -5.7059 16.7160 -0.202 0.438 -0.623 -0.361
O -6.8435 -6.3998 17.6219 -0.796 -1.039 1.243 -0.054
H -5.5661 -5.9003 14.6372 0.332 -0.171 -0.053 0.069
H -6.8914 -6.9004 15.1637 -0.389 0.214 -0.095 0.066
H -5.3434 -7.4276 15.6067 0.479 0.222 -0.003 0.079
H -6.6885 -4.8592 16.4040 0.565 0.979 0.100 0.101
H -5.1465 -5.4527 17.2242 -0.030 0.287 -0.277 0.131
H -7.5396 -6.7957 17.0924 -0.286 -0.244 0.394 0.071
C 1.0109 -2.2744 23.5499 0.080 0.095 0.972 -0.091
C 0.3629 -1.3140 22.6202 -0.575 0.819 -0.236 -0.362
O 0.9406 -1.3545 21.3334 -0.311 0.169 -0.357 -0.075
H 1.1873 -3.2920 23.2013 -0.218 0.173 -0.375 0.085
H 0.3454 -2.3408 24.4106 0.303 -0.131 0.386 0.075
H 1.9570 -1.8070 23.8230 0.195 -0.419 0.324 0.068
H 0.4717 -0.2950 22.9913 0.599 0.177 0.075 0.102
H -0.7260 -1.3627 22.6305 -0.224 -0.775 -0.528 0.111
H 0.5440 -2.1190 20.9092 0.077 -0.230 -0.288 0.084
C -5.9281 -11.5258 17.2816 1.245 -0.945 0.517 -0.095
C -5.4908 -11.3582 18.7966 -0.071 0.899 -3.110 -0.307
O -6.5734 -10.7691 19.4470 0.104 -0.229 1.240 -0.055
H -6.6229 -10.7956 16.8666 0.160 0.263 0.519 0.060
H -6.3493 -12.5184 17.1226 -0.303 -0.105 0.056 0.048
H -5.0172 -11.5283 16.6829 0.047 0.119 -0.286 0.053
H -4.6370 -10.6806 18.8032 -0.369 0.513 0.281 0.110
H -5.0165 -12.2849 19.1196 -0.808 -0.422 0.691 0.103
H -7.3024 -11.3931 19.4740 -0.023 -0.080 0.090 0.082
C -7.6362 -3.0171 20.2566 -0.426 -1.387 -0.021 -0.100
O -8.5031 -4.1088 20.6292 -1.255 0.337 -1.800 -0.176
C -9.7836 -3.9907 19.8918 0.732 0.726 2.279 -0.206
C -10.8715 -4.7427 20.6450 0.422 0.056 -0.216 -0.241
N -10.6171 -6.1877 20.7342 -1.797 0.355 0.600 -0.027
C -11.6747 -6.8161 21.5650 1.896 -2.192 -0.003 -0.189
C -11.4328 -8.3859 21.8286 0.651 2.451 -0.295 -0.235
O -10.2668 -8.7251 22.5212 -1.085 0.196 0.963 -0.171
C -10.3610 -10.0172 23.1087 0.938 0.374 -0.260 -0.107
H -7.6034 -2.9936 19.1673 -0.044 0.565 -0.165 0.075
H -6.6158 -3.2373 20.5703 -0.201 -0.078 0.369 0.093
H -8.0198 -2.1105 20.7246 0.153 0.337 -0.245 0.077
H -9.8536 -4.1614 18.8176 1.021 -0.879 -0.224 0.110
H -10.0538 -2.9354 19.9296 -0.195 0.413 0.238 0.098
H -11.8039 -4.4781 20.1463 -0.506 -0.225 -0.524 0.102
H -11.0500 -4.3103 21.6295 0.659 -0.206 0.296 0.113
H -10.8009 -6.5492 19.8092 0.489 -0.207 -0.367 0.103
H -12.6560 -6.9368 21.1060 -0.428 0.864 -0.362 0.095
H -11.7545 -6.2988 22.5211 0.035 -0.028 -0.018 0.112
H -11.3176 -8.8972 20.8729 -0.954 -0.131 -0.379 0.116
H -12.3623 -8.5312 22.3792 -0.073 -1.214 0.133 0.104
H -9.4456 -10.0540 23.6991 -0.115 -0.626 -0.017 0.103
H -10.4078 -10.7828 22.3343 0.398 -0.217 -0.234 0.076
H -11.2276 -10.2359 23.7326 -0.301 0.697 0.285 0.075
C -1.5543 -6.8774 9.8883 0.195 -0.904 2.168 -0.071
O -0.8604 -7.0240 11.1712 0.158 -0.148 -2.057 -0.228
C -1.0610 -6.0699 12.1853 0.501 -1.313 0.930 -0.215
C 0.1444 -6.3005 13.1678 0.678 2.046 0.383 -0.159
N 0.7117 -5.0259 13.6861 -0.538 -1.111 0.369 -0.098
C -0.1474 -4.2293 14.5672 1.816 1.839 -0.849 -0.168
C 0.6224 -2.8239 14.7042 -1.255 -0.102 0.693 -0.184
O 0.7019 -2.0680 13.4744 -0.437 -1.391 0.322 -0.213
C 1.5143 -0.9352 13.6074 -0.363 0.169 -0.515 -0.135
H -2.5814 -7.1754 10.0991 -0.442 0.628 -0.368 0.078
H -1.1816 -7.6752 9.2458 0.386 0.294 -0.034 0.077
H -1.4263 -5.8867 9.4521 -0.134 -0.007 0.039 0.081
H -1.9869 -6.2979 12.7133 -0.361 0.106 0.039 0.111
H -1.1305 -5.0451 11.8204 0.385 0.153 -0.092 0.115
H 0.9604 -6.8475 12.6954 -0.187 0.186 -0.572 0.108
H -0.0135 -6.8918 14.0698 -0.954 -0.117 -0.140 0.113
H 1.2695 -4.5020 13.0270 -0.520 0.120 -0.063 0.097
H -0.3134 -4.7284 15.5219 0.629 0.137 0.305 0.117
H -1.1720 -4.0463 14.2433 -0.130 0.203 -0.733 0.100
H 1.5918 -2.9276 15.1915 0.447 -0.571 -0.527 0.113
H 0.1352 -2.1344 15.3936 -0.672 -0.290 0.312 0.108
H 1.1043 -0.1541 12.9672 0.032 -0.042 -0.279 0.081
H 2.5102 -1.1949 13.2484 0.360 0.325 0.431 0.087
H 1.4710 -0.5042 14.6076 0.394 -0.223 0.264 0.085
C -9.9469 -6.8525 26.6011 -0.484 0.394 -0.615 -0.108
O -9.1640 -5.8400 25.9722 -1.308 0.007 0.655 -0.159
C -9.5702 -4.4876 26.2973 0.592 -2.134 -0.048 -0.225
C -8.3194 -3.7519 26.3709 1.261 1.805 -1.161 -0.228
N -7.7186 -3.4276 25.0350 -1.309 -1.194 1.661 -0.021
C -6.5381 -2.7042 25.3260 1.903 2.019 -0.872 -0.267
C -5.4933 -3.1701 26.3110 0.565 -1.577 -0.302 -0.238
O -5.2072 -4.5555 26.0425 0.866 0.789 0.675 -0.169
C -4.0373 -4.9866 26.7728 -0.594 -0.380 -0.929 -0.085
H -10.1152 -6.6387 27.6565 0.480 -0.182 0.332 0.074
H -9.5455 -7.8471 26.4064 0.612 0.314 0.265 0.092
H -10.9556 -6.9192 26.1935 -0.377 0.310 -0.413 0.067
H -9.9808 -4.3816 27.3015 -0.629 -0.548 0.110 0.113
H -10.2358 -4.0475 25.5548 -0.292 -0.196 -0.141 0.121
H -7.5536 -4.2216 26.9882 -0.373 -0.311 -0.064 0.123
H -8.5816 -2.7879 26.8067 0.135 0.482 0.670 0.112
H -8.2730 -2.6296 24.7593 -0.783 -0.523 -0.875 0.097
H -6.8674 -1.7038 25.6068 0.381 0.657 0.821 0.104
H -6.0530 -2.4913 24.3734 0.398 -0.362 -0.138 0.122
H -5.7177 -3.0092 27.3654 -0.675 -0.256 0.323 0.106
H -4.5767 -2.5882 26.2137 0.148 0.268 -0.576 0.112
H -3.1224 -4.4706 26.4818 -0.133 0.909 0.197 0.079
H -3.7590 -5.9923 26.4579 -0.784 -0.280 0.197 0.096
H -4.2648 -4.9384 27.8377 0.355 -0.020 0.171 0.081
```
Positions in Å, forces in eV/Å.



(3)
C10H15ClI2N2O2PYb | ωB97M-V/def2-TZVPD

Charge = +2
Maximum force = 3.56 eV/A
Lowest unoccupied orbital energy (alpha / beta) = -10.05 / -9.84 eV
Spin multiplicity = 2
E_HOMO (alpha / beta) = -15.5 / -15.6 eV
HOMO-LUMO gap (alpha / beta) = 5.486 / 5.799 eV

```
34
Properties=species:S:1:pos:R:3:forces:R:3:lowdin_spin:R:1
I 2.8572 0.8373 -0.1806 -0.857 0.514 -0.034 0.032
I 0.1589 -1.8040 1.8262 -0.366 0.775 -0.364 0.092
Yb -0.0692 -0.3339 -1.0279 0.559 -0.342 0.424 0.969
P 2.4218 -2.1722 -0.3040 1.575 -1.575 -0.021 -0.145
C 3.6916 -2.3553 1.0181 -0.247 0.562 0.412 -0.002
C 1.8570 -3.9177 -0.3672 -0.734 0.456 -0.124 -0.024
H 2.9225 -2.0497 -2.6525 0.300 -0.152 -0.090 0.000
H 4.0741 -3.1213 -1.7760 -0.086 0.285 -0.023 -0.004
H 4.2460 -1.3229 -1.7094 -0.056 -0.306 -0.048 0.002
C 3.5448 -2.1616 -1.7578 -0.604 0.582 -0.261 -0.020
H 1.0647 -3.9771 -1.1211 0.138 -0.340 0.050 0.000
H 2.7193 -4.5295 -0.6560 -0.273 0.079 0.111 -0.005
H 4.3465 -3.1877 0.7251 -0.240 0.209 0.045 -0.001
H 3.2194 -2.5765 1.9823 0.174 -0.052 -0.202 0.000
H 1.4526 -4.2238 0.6024 0.177 -0.084 -0.263 0.002
H 4.2882 -1.4420 1.1286 -0.057 -0.323 -0.044 0.000
C 1.4027 0.3623 1.7836 0.967 0.943 3.006 0.104
O 1.5782 0.9318 2.7894 -0.718 -1.515 -3.141 -0.011
Cl -0.5910 -1.6210 -3.0560 0.378 0.785 1.255 0.006
N -5.5947 2.7857 -0.2940 0.867 -0.524 0.027 0.000
C -4.6126 1.8356 -0.3756 -1.880 -0.429 -0.470 0.000
O -4.8371 0.6979 -0.7860 0.832 1.134 0.551 0.000
C -3.2308 2.2423 0.0506 0.824 -0.619 -0.015 0.000
C -2.8598 3.5088 0.5201 0.164 -0.475 -0.203 0.000
C -1.5336 3.7484 0.8742 0.523 -0.654 0.122 0.000
C -0.5925 2.7273 0.7159 -0.213 0.307 -0.329 0.000
N -0.9283 1.5337 0.1865 -0.232 -0.691 -0.136 0.004
C -2.2218 1.2607 -0.0705 -0.267 1.217 0.069 0.001
H -6.5303 2.5270 -0.5812 0.200 0.008 0.039 0.000
H -5.4366 3.7260 0.0314 -0.143 -0.209 -0.082 0.000
H -3.5978 4.3009 0.6038 0.205 -0.070 0.053 0.000
H -1.1963 4.6960 1.2784 -0.177 -0.054 -0.055 0.000
H 0.4600 2.8446 0.9819 -0.360 0.190 -0.165 0.000
H -2.4732 0.2301 -0.3827 -0.378 0.367 -0.095 0.000
```
Positions in Å, forces in eV/Å.



(4)
C4H11N3O | ωB97M-V/def2-TZVPD

Maximum force = 1.09 eV/A
Lowest unoccupied orbital energy = 0.79 eV
Spin multiplicity = 1
Structure (SMILES) = CNC(=O)CNCN
E_HOMO = -8.5 eV
Energy above the lowest of the compared OMol25 structures with the same formula, charge and spin = 27.2 kcal per mole
HOMO-LUMO gap = 9.338 eV

```
19
Properties=species:S:1:pos:R:3:forces:R:3:lowdin_charge:R:1
C -1.5487 -2.4003 -0.8575 0.038 0.197 1.076 -0.084
N -0.1167 -2.2000 -0.8475 0.104 0.383 -0.292 0.005
C 0.5105 -1.0178 -0.5531 0.071 -0.421 -0.095 -0.476
O 1.6054 -0.7608 -1.0169 0.081 0.065 0.153 0.054
C -0.1461 -0.1470 0.5021 -0.290 -0.468 0.364 -0.174
N 0.8001 0.7562 1.0961 -0.124 0.384 -0.001 -0.056
C 0.5089 2.1869 1.1557 0.092 -0.418 -0.719 -0.305
N 0.9992 2.9981 0.0542 -0.499 0.375 0.108 0.011
H -2.0110 -1.7977 -0.0744 0.125 -0.048 0.081 0.073
H -1.7368 -3.4279 -0.5843 -0.309 -0.329 -0.212 0.082
H -2.0618 -2.1153 -1.7652 0.114 -0.124 -0.558 0.081
H 0.4501 -2.7975 -1.4297 -0.123 0.070 -0.204 0.137
H -0.5174 -0.8334 1.2737 0.012 -0.129 -0.027 0.117
H -1.0759 0.2814 0.1093 0.264 0.526 -0.185 0.122
H 1.7011 0.6224 0.6565 0.062 -0.116 -0.045 0.091
H -0.5692 2.3357 1.1755 -0.091 -0.072 0.216 0.110
H 0.9117 2.5443 2.0838 0.284 0.375 0.441 0.093
H 1.9427 2.8156 -0.2580 -0.072 -0.195 0.130 0.065
H 0.3539 2.9571 -0.7204 0.261 -0.055 -0.231 0.056
```
Positions in Å, forces in eV/Å.



no.,total energy (eV)
1,-20209.784
2,-82662.900
3,-87216.218
4,-10844.030